<1>
The following is a DFT calculation (the ωB97M-V functional and the def2-TZVPD basis) of C6H12O in the gas phase.

Properties
Charge: 0
Kohn-Sham gap: 10.57 eV
SMILES string: CO[C@H]1CC[C@H]1C
Highest occupied orbital energy: -9.47 eV

XYZ file:
```
19
C6H12O | the Open Molecules 2025 dataset | the ωB97M-V functional and the def2-TZVPD basis
C 2.4180 -0.7413 -0.1730
O 1.0891 -0.8518 0.2188
C 0.3365 0.2232 0.7064
C -0.0331 1.4716 -0.1583
C -1.5218 1.2125 0.1934
C -1.1364 -0.2218 0.6219
C -1.2390 -1.2283 -0.5435
H 3.0958 -0.7097 0.6906
H 2.5974 0.1222 -0.8274
H 2.6157 -1.6573 -0.7413
H 0.6950 0.5333 1.7015
H 0.3767 2.4374 0.1551
H 0.1676 1.3286 -1.2230
H -2.2520 1.2793 -0.6202
H -1.8752 1.8482 1.0143
H -1.5908 -0.5987 1.5472
H -2.2788 -1.4029 -0.8233
H -0.7037 -0.8585 -1.4290
H -0.7612 -2.1862 -0.3103
```


<2>
The following is a DFT calculation (the ωB97M-V functional and the def2-TZVPD basis) of C6H12O as an isolated structure.

Properties
Charge: 0
Kohn-Sham gap: 8.66 eV
Highest occupied orbital energy: -7.95 eV

XYZ file:
```
19
C6H12O | the Open Molecules 2025 dataset | the ωB97M-V functional and the def2-TZVPD basis
C 1.0572 -0.6096 -0.2210
C 1.0814 0.3049 0.8849
C 1.7679 -0.2534 -1.5108
O 1.2207 -1.9522 0.1797
H 1.0017 -2.5286 -0.5616
H -0.2327 -0.5110 -0.5544
H 1.2312 -0.1433 1.8620
H 1.4369 -0.8924 -2.3349
H 1.6499 1.2190 0.7443
H -0.1381 0.6810 0.9753
H 1.5626 0.7820 -1.7861
H 2.8486 -0.3755 -1.4017
C -1.6290 -0.1790 -0.4535
C -2.2813 1.3759 1.5125
C -1.6087 0.6690 0.6312
H -1.7911 1.8505 2.3558
H -2.0241 -1.1840 -0.3261
H -1.7949 0.2406 -1.4429
H -3.3581 1.5061 1.4471
```


Ordering by calculated energy gives the sequence <1>, <2>, with the first entry being the most stable.